Molecular formula: C13H33BBr10N2OP
Method: DFT, ωB97M-V with the def2-TZVPD basis set

Highest occupied orbital energy (eV): -11.20
Total charge: +1
Frontier orbital gap (eV): 7.6

```
61
Properties=species:S:1:pos:R:3:forces:R:3
Br -4.8798 -1.6123 -2.1096 0.226 0.066 -0.029
Br 1.7606 6.7882 -5.4284 -0.072 -0.140 0.121
Br -1.7648 -2.3361 -0.2666 0.027 -0.225 -0.059
Br -1.3544 7.5120 -7.2715 0.185 -0.061 -0.025
Br 2.6987 -4.3834 2.8046 -0.162 0.060 0.028
Br 3.8571 -6.4912 8.2974 0.035 0.042 -0.136
Br 0.6960 -3.0669 5.6117 0.017 0.070 -0.080
Br -3.6051 1.4922 1.9941 0.036 -0.025 -0.069
Br -0.0333 1.0787 2.8278 -0.053 0.012 -0.010
Br 3.3547 -8.2956 5.1168 -0.090 0.034 0.079
P -1.6399 2.7313 -0.9238 -3.967 4.486 1.160
O 0.4437 3.6285 -3.8268 1.082 -2.844 3.082
N -2.7522 3.8398 -1.4333 2.767 -1.471 1.361
N -0.7749 1.9620 -2.3121 -1.218 -0.609 -1.623
C 0.0742 6.2490 -7.6833 -0.327 -0.011 -0.145
C -0.5697 0.4743 -2.1654 1.694 -2.790 1.506
C -1.5817 0.0615 3.4371 0.040 -0.228 0.079
C 1.9756 -2.1541 4.4571 -0.152 0.211 0.086
C 3.0150 -5.8923 6.6427 -0.120 0.140 0.307
C -2.5804 -0.1354 2.3203 -0.196 0.022 0.222
C 1.8261 2.8845 -1.6745 0.761 -0.366 1.060
C -3.4512 -2.8753 -2.5215 -0.369 -0.032 -0.049
C 1.8861 1.9299 -0.3501 0.429 -0.815 0.528
C -2.9290 -3.5383 -1.2680 0.119 -0.306 -0.195
C 0.5964 5.5860 -6.4299 0.148 -0.107 -0.053
C 2.2037 -6.9991 6.0101 -0.049 0.016 -0.285
C 1.8631 -2.6349 3.0289 0.311 -0.052 -0.179
B 0.4708 2.7754 -2.5850 2.998 3.511 -3.243
H -2.6859 -2.3232 -3.0727 -0.104 -0.226 0.163
H -3.9093 -3.6146 -3.1862 0.160 0.093 0.187
H 1.7163 -1.0936 4.5273 0.063 -0.177 -0.064
H 3.8119 -5.5138 5.9977 -0.212 -0.187 0.063
H -2.3009 -4.3978 -1.5207 -0.102 0.190 0.036
H -1.9938 0.5927 4.2995 0.070 -0.107 -0.269
H 2.3675 -5.0609 6.9389 0.103 -0.242 -0.110
H -2.2894 1.7371 -0.0610 1.096 -0.003 -1.140
H -0.4815 0.2605 -0.9965 -0.310 0.271 -2.642
H -2.4367 4.7742 -1.0432 -0.408 -1.292 -0.890
H 0.8313 -2.7271 2.6809 0.180 0.030 0.177
H -3.3249 -0.8884 2.5976 0.201 0.125 -0.050
H -3.7200 -3.8597 -0.5850 0.165 0.176 -0.208
H -2.1204 -0.4190 1.3704 -0.131 0.141 0.413
H -0.6525 3.4521 -0.1628 0.002 -1.184 -0.424
H -1.4377 2.0890 -3.1364 0.773 0.304 1.075
H 2.8048 2.6554 -2.3168 -2.211 0.513 1.145
H 1.5933 -7.5545 6.7273 0.229 0.192 -0.097
H 0.9716 2.0939 0.3888 2.098 -0.180 -1.528
H 1.9728 4.0043 -1.2944 -0.484 -2.237 -0.997
H 0.8394 6.8011 -8.2346 -0.116 -0.161 0.217
H 2.9092 2.1141 0.2264 -2.378 -0.283 -1.135
H -0.3839 5.5097 -8.3480 0.142 0.093 0.180
H 1.8826 0.7623 -0.5994 0.027 2.583 0.323
H -1.4225 -0.1936 -2.6164 1.527 1.790 0.899
H 1.5586 -6.6005 5.2215 0.139 0.022 0.155
H 2.9667 -2.3113 4.8914 -0.232 -0.022 -0.196
H -0.1947 5.2646 -5.7468 0.130 0.168 -0.248
H 1.3870 3.8949 -4.0722 -1.793 -0.191 0.686
H 2.4115 -1.9699 2.3542 -0.100 -0.062 0.202
H 1.2244 4.7266 -6.6825 -0.119 0.153 -0.068
H -1.1784 -0.9006 3.7666 -0.102 0.127 -0.062
H 0.4781 0.1176 -2.6117 -2.401 0.994 0.771
```
Forces are in eV/Å.

Per-atom Mulliken charges, elementary charge units: -0.0979, -0.1442, -0.0671, -0.1239, -0.1295, -0.1273, -0.1377, -0.0948, -0.1060, -0.1365, 0.5825, -0.3081, -0.7432, -0.2669, -0.6105, -0.6042, -0.3165, -0.5813, -0.3855, -0.0182, -0.5611, -0.5967, -0.4016, -0.5791, -0.5449, -0.4987, -0.4006, 0.3924, 0.2921, 0.3784, 0.2623, 0.3373, 0.3613, 0.4574, 0.1137, -0.0890, 0.1167, 0.2796, 0.2513, 0.4545, 0.4045, -0.3948, 0.1190, 0.4988, 0.3454, 0.4165, -0.2525, 0.2891, 0.3954, 0.3432, 0.3619, 0.2000, 0.2761, 0.2654, 0.4690, 0.3296, 0.2499, 0.2905, 0.3518, 0.1492, 0.2835